Record 1
{
  "formula": "C12H14N",
  "method": "wB97M-V/def2-TZVPD",
  "elements": ["C", "C", "C", "C", "C", "C", "C", "C", "C", "C", "C", "C", "N", "H", "H", "H", "H", "H", "H", "H", "H", "H", "H", "H", "H", "H", "H"],
  "coordinates": [[-0.3065, 2.5800, 0.4673], [-1.6769, 2.1068, 0.3041], [-3.3457, -1.0126, 0.4573], [1.9938, 1.5482, 0.3221], [-2.2691, -0.9234, -0.5095], [-3.2966, 0.2017, -0.3812], [-0.8412, -0.8311, 0.0099], [1.4750, -0.0259, 0.5438], [-2.7353, 1.4549, 0.1400], [0.7731, 2.0079, -0.2322], [0.2203, -0.0812, -0.2464], [2.4817, -1.0640, -0.0135], [0.2200, 1.0297, -1.1988], [-0.1972, 3.2408, 1.2805], [-4.2563, -1.6096, 0.2796], [-3.1782, -0.6934, 1.4735], [2.2995, 2.0190, 1.2679], [2.8196, 1.5953, -0.4415], [-2.5442, -1.5809, -1.4238], [-4.0885, 0.2803, -1.2499], [-0.7925, -1.5954, 0.7937], [1.2420, -0.1799, 1.6414], [3.3055, -1.2750, 0.7163], [2.8778, -0.6267, -0.9734], [1.8635, -1.9988, -0.2286], [-0.7812, 1.0999, -1.5999], [0.9816, 0.6851, -1.9433]],
  "atomic_forces_ev_per_a": [[0.4, -1.3, -1.5], [-1.9, -1.1, -0.8], [-2.3, 0.2, 1.6], [1.9, -2.2, 0.0], [0.4, -1.0, -2.8], [-1.4, 1.6, -2.5], [-1.4, -1.0, -0.1], [1.8, 0.6, 0.9], [3.9, 1.0, -0.4], [-6.2, 3.3, 1.1], [-1.5, -1.1, 0.6], [-0.5, -0.2, 0.0], [1.3, -2.6, -2.2], [0.8, 0.7, 0.8], [0.9, -0.1, 0.3], [0.3, -0.7, 0.4], [-0.2, -0.1, -0.5], [-0.5, -0.2, 0.9], [1.2, 1.1, 1.4], [1.7, 0.1, 1.9], [0.8, 0.5, 0.0], [0.4, 0.2, -1.3], [-0.7, 0.2, -0.9], [-0.1, -0.8, 0.8], [1.3, 1.0, 0.2], [2.0, 0.7, 0.6], [-2.2, 1.5, 1.4]],
  "multiplicity": 1,
  "smiles": "C[C@H]1C/C2=C/C#C[C@@H]3C[C@@H]3/C=C/1[NH2+]2",
  "homo_lumo_gap_ev": 8.9,
  "total_energy_ev": -14148.4704,
  "charge": 1
}

Record 2
{
  "formula": "C24H29N3O3",
  "method": "wB97M-V/def2-TZVPD",
  "elements": ["C", "C", "O", "N", "H", "C", "H", "C", "C", "O", "N", "C", "H", "C", "H", "H", "C", "H", "H", "C", "C", "H", "H", "H", "C", "N", "C", "O", "C", "C", "C", "C", "C", "C", "H", "H", "C", "C", "C", "C", "C", "C", "H", "H", "H", "H", "H", "H", "H", "H", "H", "H", "H", "H", "H", "H", "H", "H", "H"],
  "coordinates": [[-1.4930, 0.6984, -4.5511], [-2.1276, 0.6317, -3.1154], [-3.1911, 0.3499, -2.8547], [-1.2499, 1.0296, -2.2471], [-0.3735, 1.0525, -2.5925], [-1.6927, 1.2389, -0.9512], [-1.0797, 2.0401, -0.4311], [-1.5550, -0.2848, -0.2436], [-1.7393, -0.0597, 1.2340], [-1.7108, 1.0707, 1.8446], [-1.9150, -1.0237, 2.0672], [-1.9397, -2.4987, 1.5101], [-2.0356, -2.6477, 0.4475], [-0.9370, -3.1800, 2.4455], [-0.9796, -4.3706, 2.0091], [-0.0639, -2.6500, 2.1326], [-1.4498, -3.1085, 3.8724], [-0.5226, -3.5214, 4.4069], [-2.1143, -3.7633, 4.2065], [-1.4189, -1.5573, 4.4020], [-2.3983, -1.0028, 3.3746], [-2.3629, 0.3252, 3.6701], [-3.3372, -1.2894, 3.6639], [-1.8767, -1.5341, 5.3895], [0.1006, -1.1187, 4.5237], [0.3997, -0.3406, 3.4354], [1.2692, -0.8256, 2.6094], [2.2319, -1.8018, 3.1132], [1.6832, 0.0205, 1.3323], [2.1415, -0.8379, 0.3634], [2.5349, -0.3662, -0.8897], [2.1950, 0.9255, -1.2226], [1.7590, 1.8168, -0.0243], [1.3964, 1.2260, 1.0962], [1.1086, 1.8889, 1.9259], [1.7158, 2.8958, -0.1016], [2.4191, 1.4547, -2.5090], [2.8643, 3.1459, -2.5114], [3.1225, 3.4842, -3.8625], [2.8589, 2.8906, -5.0214], [2.0767, 1.5708, -4.7749], [2.0914, 1.1898, -3.6275], [1.6088, -0.0224, -3.6195], [1.8109, 0.9360, -5.8379], [2.9658, 3.1646, -6.0761], [3.3924, 4.3676, -3.8564], [3.0676, 3.4522, -1.6896], [2.6241, -0.9738, -1.6480], [2.5030, -2.0278, 0.5189], [-0.0503, 0.5707, 2.9006], [0.7037, -1.6552, 4.9351], [-0.2207, -0.1855, 5.3197], [-3.0376, -3.0744, 1.9494], [-2.5254, -0.7447, -0.5460], [-0.7713, -0.6295, -0.2414], [-2.6028, 1.7594, -0.7192], [-0.8769, -0.3075, -4.7779], [-2.2341, 0.6739, -5.4142], [-0.7616, 1.5326, -4.7419]],
  "atomic_forces_ev_per_a": [[0.7, -2.3, -2.2], [6.2, 1.7, -5.5], [-8.6, -2.4, 1.4], [-1.7, 1.4, 1.0], [3.7, 0.7, -0.3], [3.2, -1.1, 4.2], [0.3, -1.6, -0.4], [-16.7, 10.3, 1.8], [-0.5, 5.2, 2.3], [0.7, -0.4, -2.6], [-1.9, -7.4, -2.5], [-4.2, -0.5, 4.2], [0.9, 0.4, -0.2], [-2.5, -3.6, -3.6], [0.8, 3.1, 1.5], [1.4, -0.6, 1.0], [7.9, 3.0, 1.0], [-1.0, 0.2, -0.3], [-3.9, -2.3, 0.7], [-0.2, -4.8, -1.1], [4.1, 8.3, 3.5], [-0.6, -3.8, -1.0], [-2.5, -1.2, -0.4], [-0.1, 0.0, -0.1], [-13.2, 10.9, 0.1], [0.9, 2.9, -5.3], [8.6, -2.3, 1.8], [-5.4, 4.3, -3.3], [-0.3, -11.4, 3.1], [3.1, -3.8, -0.7], [-3.2, 3.1, 3.3], [-0.1, 1.9, 4.7], [1.4, -0.5, -6.0], [-1.2, 7.3, 2.2], [-0.3, -0.2, -0.3], [-0.3, -0.1, -0.4], [4.5, 12.0, 11.4], [-3.2, -11.4, -12.4], [-1.8, -3.5, 4.6], [-4.2, -6.4, -1.4], [3.4, 7.0, -16.3], [-6.2, -14.4, -0.7], [0.9, 2.5, 0.1], [0.4, 1.8, 3.6], [0.3, 0.6, 0.8], [3.3, 8.8, -0.7], [2.7, 4.7, 9.6], [1.5, -3.5, -3.8], [-1.6, 3.5, 0.3], [-0.2, -2.7, 2.7], [7.2, -6.4, 3.9], [1.5, -2.3, -1.1], [2.5, 2.1, -1.5], [1.5, -0.5, -0.4], [14.5, -6.9, -1.9], [-1.3, -0.8, -1.0], [-1.2, 2.1, 0.8], [0.6, 0.3, 1.4], [-0.9, -0.7, 0.5]],
  "multiplicity": 1,
  "homo_lumo_gap_ev": 7.7,
  "total_energy_ev": -35951.4322
}

Record 3
{
  "formula": "C41H44IN4S2SeSn",
  "method": "wB97M-V/def2-TZVPD",
  "elements": ["Sn", "S", "C", "C", "C", "C", "C", "C", "N", "C", "C", "C", "C", "C", "C", "C", "H", "H", "H", "H", "H", "H", "H", "H", "C", "C", "C", "C", "C", "C", "Se", "C", "C", "C", "H", "H", "H", "H", "H", "H", "H", "H", "H", "H", "H", "C", "C", "C", "C", "C", "C", "C", "C", "C", "C", "C", "C", "N", "H", "H", "H", "H", "H", "H", "H", "H", "H", "H", "H", "H", "H", "H", "H", "H", "H", "I", "N", "C", "S", "N", "C", "C", "C", "C", "C", "C", "H", "H", "H", "H", "H", "H", "H", "H"],
  "coordinates": [[0.3781, 0.0578, -0.5387], [-2.5593, 3.8839, 0.4226], [-3.1019, 2.7088, 1.5766], [-4.1981, 2.7792, 2.4257], [-4.4479, 1.6983, 3.2514], [-3.6101, 0.5820, 3.2316], [-2.5373, 0.4992, 2.3658], [-2.2764, 1.5714, 1.5151], [-1.2692, 1.6531, 0.5766], [-1.2869, 2.7653, -0.0729], [-0.3980, 3.0713, -1.1832], [-0.5650, 4.2253, -1.9536], [0.2443, 4.4536, -3.0496], [1.2254, 3.5250, -3.3740], [1.3729, 2.3627, -2.6267], [0.5725, 2.1329, -1.5166], [-4.8444, 3.6477, 2.4127], [-5.3139, 1.7137, 3.9011], [-3.8158, -0.2413, 3.9037], [-1.9069, -0.3788, 2.3316], [-1.3534, 4.9255, -1.7025], [0.1073, 5.3399, -3.6558], [1.8781, 3.7038, -4.2202], [2.1306, 1.6483, -2.9121], [7.6714, -4.2625, -1.4949], [6.4712, -3.3844, -1.2516], [6.6063, -2.1198, -0.6947], [5.5321, -1.2441, -0.5855], [5.7284, 0.1049, 0.0482], [4.2838, -1.6507, -1.0854], [2.9951, -0.2880, -1.4350], [4.0945, -2.9701, -1.5166], [2.7391, -3.5009, -1.8967], [5.1988, -3.8114, -1.6032], [8.5868, -3.7677, -1.1708], [7.7640, -4.4836, -2.5602], [7.5854, -5.2142, -0.9663], [7.5842, -1.7926, -0.3544], [6.7556, 0.2202, 0.3977], [5.0509, 0.2245, 0.8957], [5.4999, 0.9112, -0.6480], [1.9541, -2.8000, -1.6233], [2.5474, -4.4459, -1.3849], [2.6759, -3.6773, -2.9729], [5.0589, -4.8192, -1.9845], [-2.6254, -3.6947, 0.7644], [-1.8276, -3.7900, -0.5411], [-1.6900, -5.2583, -0.9534], [-2.4488, -2.9187, -1.6058], [-3.4535, -3.3987, -2.4252], [-4.0541, -2.6021, -3.3916], [-3.6262, -1.2914, -3.5296], [-2.6456, -0.7500, -2.7126], [-2.2095, 0.6761, -2.9418], [-1.5641, 0.8684, -4.3158], [-3.3518, 1.6713, -2.7247], [-2.0455, -1.5392, -1.6839], [-1.2188, -1.1210, -0.6979], [-2.1600, -4.3198, 1.5322], [-3.6515, -4.0385, 0.6069], [-2.6507, -2.6639, 1.1200], [-0.8316, -3.3898, -0.3404], [-2.6630, -5.7549, -0.9903], [-1.0786, -5.7867, -0.2182], [-1.2157, -5.3509, -1.9320], [-3.7663, -4.4338, -2.3317], [-4.8412, -3.0018, -4.0198], [-4.0728, -0.6717, -4.3021], [-1.4516, 0.9130, -2.2001], [-2.2816, 0.6785, -5.1179], [-0.7301, 0.1751, -4.4410], [-1.1903, 1.8908, -4.4182], [-4.1386, 1.5325, -3.4699], [-2.9741, 2.6948, -2.8063], [-3.7917, 1.5437, -1.7332], [0.8472, -0.7556, 2.0246], [2.4415, 2.0974, 3.4168], [1.6340, 2.8994, 2.6961], [2.1346, 3.5589, 1.2523], [0.4221, 3.2725, 3.1928], [-0.2926, 2.9483, 4.3508], [-0.1486, 1.7629, 5.0701], [-0.9146, 1.5424, 6.2049], [-1.8338, 2.4812, 6.6426], [-2.0118, 3.6431, 5.9038], [-1.2541, 3.8713, 4.7717], [3.2113, 1.7072, 2.9001], [2.0645, 1.5116, 4.1400], [0.0045, 3.9934, 2.6249], [0.5025, 0.9716, 4.7265], [-0.7984, 0.6080, 6.7395], [-2.4131, 2.3075, 7.5400], [-2.7457, 4.3780, 6.2092], [-1.4075, 4.7753, 4.1928]],
  "atomic_forces_ev_per_a": [[-0.3, 0.2, -0.7], [0.2, -0.2, 0.0], [0.2, -0.1, -0.1], [0.0, 0.0, 0.0], [0.0, 0.2, 0.0], [0.0, -0.1, 0.0], [0.0, -0.1, 0.0], [-0.4, 0.2, 0.3], [0.4, 0.2, -0.2], [-0.6, 0.4, 0.3], [0.2, 0.1, -0.3], [-0.1, -0.1, 0.2], [0.1, 0.0, 0.0], [0.0, 0.1, 0.0], [0.1, 0.2, 0.0], [-0.1, -1.3, 0.4], [0.0, 0.0, 0.1], [0.1, 0.0, 0.1], [0.0, 0.0, -0.1], [-0.1, 0.0, -0.1], [0.0, 0.1, 0.0], [0.0, 0.0, 0.0], [0.0, 0.0, 0.0], [0.0, 0.0, -0.1], [-0.1, 0.0, 0.1], [0.0, 0.0, 0.0], [0.0, 0.0, 0.0], [-0.1, -0.1, 0.0], [0.1, 0.0, -0.1], [-0.2, -0.3, 0.1], [-0.6, 0.6, 0.0], [0.0, 0.0, 0.1], [0.0, 0.1, 0.0], [0.0, 0.0, 0.0], [0.0, 0.0, 0.0], [0.1, 0.0, 0.0], [0.0, 0.0, 0.0], [0.0, 0.0, 0.0], [0.0, 0.0, 0.0], [0.0, 0.0, 0.0], [0.0, 0.0, 0.0], [0.0, 0.0, 0.0], [0.0, 0.0, 0.0], [0.0, 0.0, 0.0], [0.0, 0.0, 0.0], [0.2, 0.0, 0.0], [-0.1, -0.2, 0.0], [0.0, 0.2, 0.0], [-0.1, 0.3, 0.0], [0.1, -0.1, -0.1], [-0.1, 0.0, 0.0], [0.0, -0.1, 0.0], [0.3, -0.1, 0.1], [-0.2, 0.0, 0.0], [0.0, 0.0, 0.1], [0.1, 0.0, 0.0], [-0.2, -0.3, -0.4], [1.1, 0.6, 0.4], [-0.1, 0.0, 0.1], [0.0, 0.0, 0.0], [0.0, 0.0, 0.0], [0.0, 0.1, 0.0], [0.0, 0.0, 0.0], [0.0, -0.1, 0.0], [0.0, 0.0, 0.0], [0.0, 0.0, 0.0], [0.0, 0.0, 0.0], [0.0, 0.0, 0.0], [-0.1, -0.1, 0.0], [0.0, 0.0, 0.0], [0.0, 0.0, 0.0], [0.0, 0.0, 0.0], [0.0, 0.0, 0.0], [-0.1, 0.0, 0.0], [0.0, 0.0, 0.0], [0.4, -0.1, 0.3], [-0.1, 0.0, 0.2], [0.2, 0.3, 0.0], [0.0, 0.0, -0.2], [-0.1, -0.1, 0.0], [0.0, -0.1, 0.2], [0.0, 0.0, -0.1], [0.0, 0.0, 0.1], [0.0, 0.0, 0.0], [0.0, 0.0, 0.0], [0.0, 0.0, 0.0], [0.0, 0.0, -0.1], [0.0, 0.0, 0.0], [0.0, 0.0, -0.1], [-0.1, 0.0, 0.0], [0.0, 0.0, 0.0], [0.0, 0.0, 0.0], [0.0, 0.0, 0.0], [0.0, 0.0, 0.0]],
  "multiplicity": 1,
  "homo_lumo_gap_ev": 5.7,
  "total_energy_ev": -150144.7162,
  "charge": -1
}

Record 4
{
  "formula": "C8H16F6NO10RbS4",
  "method": "wB97M-V/def2-TZVPD",
  "elements": ["Rb", "C", "F", "F", "F", "S", "O", "O", "N", "S", "O", "O", "C", "F", "F", "F", "O", "S", "O", "O", "C", "C", "C", "H", "H", "H", "H", "H", "H", "H", "H", "O", "S", "O", "O", "C", "C", "C", "H", "H", "H", "H", "H", "H", "H", "H"],
  "coordinates": [[1.9902, 1.3681, -0.3050], [0.7364, 1.7449, 4.1956], [0.5796, 2.7803, 3.3694], [2.0017, 1.8425, 4.7974], [-0.3284, 1.6684, 5.0321], [0.6354, 0.1262, 3.0872], [0.5385, -0.9480, 4.0630], [-0.4622, 0.1871, 2.1246], [2.1436, 0.1536, 2.1442], [3.0887, -0.7071, 2.9525], [3.3094, -0.2916, 4.3662], [2.9178, -2.1495, 2.6845], [4.6691, -0.2343, 2.0482], [4.7710, -1.0009, 0.8747], [4.6301, 1.0821, 1.6887], [5.7577, -0.3525, 2.8587], [-0.6750, 2.4454, 0.1577], [-2.0923, 2.3003, 0.2426], [-2.7499, 2.8110, 1.4377], [-2.6398, 3.2108, -1.0326], [-3.2215, 4.4664, -0.7210], [-3.9728, 5.1034, -1.8703], [-2.6039, 0.5619, -0.1931], [-2.4351, 5.0499, -0.2421], [-4.1273, 4.3138, -0.1343], [-4.1091, 6.0993, -1.4486], [-4.9314, 4.6516, -2.1253], [-3.3047, 5.0600, -2.7305], [-3.6695, 0.5670, 0.0362], [-2.2743, -0.2706, 0.4286], [-2.3763, 0.2579, -1.2148], [1.1760, -0.7113, -1.8920], [0.4557, -1.9797, -1.7505], [-1.0023, -1.8828, -1.5674], [0.9895, -3.0651, -2.9210], [0.0124, -3.9613, -3.3545], [0.6257, -4.9452, -4.3584], [1.1573, -2.8814, -0.2852], [-0.7392, -3.3530, -3.8577], [-0.5597, -4.5157, -2.6106], [1.2278, -5.6867, -3.8332], [1.2068, -4.3459, -5.0593], [-0.2331, -5.4269, -4.8259], [2.2400, -2.8939, -0.4107], [0.8249, -3.9070, -0.4459], [0.8225, -2.3415, 0.6005]],
  "atomic_forces_ev_per_a": [[-0.1, 0.3, -0.1], [0.9, -0.8, -0.7], [0.1, -0.1, 0.6], [-3.6, 0.1, -0.8], [2.0, 0.3, -0.5], [0.0, -1.2, -0.3], [0.4, 1.4, -1.1], [1.5, 0.8, 0.8], [-4.9, 1.8, 0.8], [3.4, -3.8, 4.0], [-0.1, -1.0, -3.2], [0.6, 2.1, 0.3], [0.6, 0.1, -0.2], [0.3, 1.4, 2.0], [0.1, -1.0, -0.2], [-1.3, -0.5, -1.5], [0.9, -0.4, -0.2], [-1.1, 0.9, 0.4], [0.5, -1.2, -1.5], [0.2, -2.3, 0.2], [-1.8, -0.5, 0.7], [1.8, 0.0, -0.5], [-0.9, 0.6, 0.3], [-0.5, 0.5, -0.1], [0.8, -0.3, 1.5], [-0.2, 0.3, -0.8], [0.2, -0.2, 0.3], [-0.3, 0.7, -0.4], [-0.2, 0.2, -0.6], [1.0, 0.8, 0.5], [-0.1, 0.7, 0.0], [-0.7, -1.8, -0.7], [0.3, -0.1, 2.1], [2.3, -0.7, -1.2], [0.0, 2.4, 2.1], [-1.6, -0.9, -1.8], [-0.4, 0.8, 0.9], [-0.3, 0.6, -1.8], [-0.2, -0.2, -0.3], [0.5, 0.2, 0.7], [0.1, 0.1, -0.2], [0.0, -0.4, -0.2], [0.3, -0.1, -0.3], [-0.1, 0.3, 0.1], [-0.3, 0.1, 0.6], [0.0, -0.4, 0.0]],
  "multiplicity": 1,
  "homo_lumo_gap_ev": 9.2,
  "total_energy_ev": -90818.4044
}